Model 1:
Molecular formula: C3H3FO
Method: DFT, wB97M-V/def2-TZVPD

Geometry as ORCA input:
```
! RIJCOSX wB97M-V def2-TZVPD def2/J DEFGRID3
* xyz 0 1
C -0.8514 -0.6775 -0.3418
C -0.7892 0.6472 -0.3816
C 0.9926 -0.1453 0.4868
O 0.4055 1.0946 0.1093
F 2.0804 -0.4678 -0.2018
H -1.4455 -1.5372 -0.5121
H -1.4949 1.4012 -0.7124
H 1.1026 -0.3151 1.5536
*
```



Model 2:
Molecular formula: C3H3FO
Method: DFT, wB97M-V/def2-TZVPD

Geometry as ORCA input:
```
! RIJCOSX wB97M-V def2-TZVPD def2/J DEFGRID3
* xyz 0 1
C 0.0630 1.3810 -0.9644
C 0.0944 -1.7356 2.1525
C 0.0302 0.0751 -1.2525
O 0.0892 -1.5218 0.9980
F -0.2189 -0.7091 -2.2892
H 0.2671 2.1072 -1.7674
H -0.1855 1.4361 0.0595
H -0.1395 -1.0328 3.0635
*
```



Which structure loses on stability? model 2 does.



Model 1:
Molecular formula: C3H5F3O
Method: DFT, wB97M-V/def2-TZVPD

## Properties
SMILES string   O=C(F)F.C=C.F

Geometry as ORCA input:
```
! RIJCOSX wB97M-V def2-TZVPD def2/J DEFGRID3
* xyz 0 1
O -1.4652 -0.4210 -0.6310
C -0.8555 0.5472 -0.3569
F -0.3435 1.4422 -1.2541
F -0.5857 0.9606 0.8411
C 2.0185 0.7337 0.0929
C 1.5985 -0.5012 0.2637
H 2.4878 1.0454 -0.7762
H 1.7860 1.5049 0.8891
H 1.7695 -1.2104 -0.5677
H 1.0685 -0.9484 1.0165
F -4.0635 -1.4029 0.4685
H -3.4152 -1.7502 0.0140
*
```



Model 2:
Molecular formula: C3H5F3O
Method: DFT, wB97M-V/def2-TZVPD

## Properties
SMILES string   O=C(F)F.C=C.F

Geometry as ORCA input:
```
! RIJCOSX wB97M-V def2-TZVPD def2/J DEFGRID3
* xyz 0 1
O 3.2122 -0.8282 -0.9235
C 3.5790 -0.1249 -0.0892
F 3.2477 -0.0391 1.2039
F 4.6550 0.6187 -0.2078
C -0.7164 0.1806 0.4053
C -0.0818 -0.9077 -0.0939
H -0.6407 0.5061 1.4275
H -1.4054 0.8310 -0.3478
H 0.7141 -1.4457 0.4096
H -0.5488 -1.4061 -1.0554
F 1.5100 1.5517 -0.5803
H 0.5741 1.3913 -0.6165
*
```



Which structure loses on stability? model 2 does.



Model 1:
Molecular formula: C6H16O2
Method: DFT, wB97M-V/def2-TZVPD

## Properties
SMILES string   C=CCCCC.O.O

Geometry as ORCA input:
```
! RIJCOSX wB97M-V def2-TZVPD def2/J DEFGRID3
* xyz 0 1
C -1.9493 -2.0579 1.6532
C -1.6801 -2.4958 0.4382
C -2.0967 -1.5953 -0.6696
C -0.8694 -1.6191 -1.5731
C 0.1001 -0.4596 -1.1911
C -0.4715 0.7647 -0.5851
H -2.5013 -1.0314 1.5854
H -1.7116 -2.4732 2.5565
H -1.3134 -3.4854 0.0637
H -3.1503 -1.9521 -1.0703
H -2.6521 -0.6419 -0.3022
H -0.3371 -2.5620 -1.3865
H -1.2632 -1.5402 -2.6581
H 0.4454 -0.0657 -2.2529
H 0.8770 -0.8966 -0.6140
H 0.0935 1.2637 0.1234
H -1.4777 0.5419 -0.0957
H -0.3959 1.4969 -1.4974
O 1.8114 3.7679 -1.6595
H 1.3128 4.5540 -1.2376
H 2.6220 3.6757 -1.1799
O 4.5424 2.1290 3.7463
H 5.1424 1.7251 4.3356
H 4.9225 2.9571 3.4709
*
```



Model 2:
Molecular formula: C6H16O2
Method: DFT, wB97M-V/def2-TZVPD

## Properties
SMILES string   CCOC.CCOC

Geometry as ORCA input:
```
! RIJCOSX wB97M-V def2-TZVPD def2/J DEFGRID3
* xyz 0 1
C 0.1445 0.6990 1.0978
C -1.1401 0.6139 1.9214
O -0.7829 1.0838 3.2818
C -1.8581 0.9951 4.2239
H 0.6109 1.6948 1.1839
H 0.0358 0.4528 0.0281
H 0.8133 -0.0442 1.5636
H -1.6003 -0.3927 1.9406
H -1.9217 1.3355 1.6151
H -1.5810 1.1996 5.2717
H -2.2553 -0.0319 4.1591
H -2.6533 1.6992 3.9265
C 2.6001 -0.2525 -3.0570
C 1.1016 -0.3297 -2.8467
O 0.8847 -1.0560 -1.7445
C -0.4114 -1.6573 -1.6834
H 3.1205 -1.2068 -3.2439
H 3.0182 0.2032 -2.1437
H 2.7905 0.4244 -3.9067
H 0.6584 -0.7324 -3.7777
H 0.7253 0.7029 -2.7140
H -0.5204 -2.3203 -2.5581
H -1.1494 -0.8418 -1.7659
H -0.6299 -2.2386 -0.7719
*
```



Which structure loses on stability? model 1 does.



Model 1:
Molecular formula: C3H10NO
Method: DFT, wB97M-V/def2-TZVPD

Geometry as ORCA input:
```
! RIJCOSX wB97M-V def2-TZVPD def2/J DEFGRID3
* xyz -1 1
C -1.0634 -2.7239 0.0306
O -0.4153 -1.5641 0.2955
H -1.4427 -2.8039 -1.0243
H -0.4284 -3.6378 0.1718
H -1.9602 -2.9131 0.6770
C 0.4172 0.9376 -1.0532
C 0.5180 0.9941 0.4566
N 0.9538 2.3457 0.8757
H 1.3923 1.1217 -1.5207
H 0.0605 -0.0609 -1.3042
H -0.2894 1.6782 -1.4534
H -0.4354 0.7363 0.9115
H 1.2395 0.2496 0.7890
H 0.6507 3.1116 0.2925
H 0.8028 2.5290 1.8556
*
```



Model 2:
Molecular formula: C3H10NO
Method: DFT, wB97M-V/def2-TZVPD

Geometry as ORCA input:
```
! RIJCOSX wB97M-V def2-TZVPD def2/J DEFGRID3
* xyz -1 1
C 0.5783 1.3215 -2.3782
O 0.0413 0.3108 -1.6742
H -0.1833 2.0171 -2.7949
H 1.3444 1.9162 -1.8227
H 1.1278 1.0128 -3.3231
C 0.2952 0.3636 1.5262
N -0.8411 -0.2883 0.8852
C -0.8587 -1.7345 1.1218
H 0.4690 -0.0509 2.5265
H 1.2277 0.1869 0.9678
H 0.1409 1.4362 1.5478
H -0.7016 -0.1566 -0.1346
H -0.3764 -2.2678 0.2939
H -1.8917 -2.0866 1.1908
H -0.3717 -1.9803 2.0677
*
```



Model 3:
Molecular formula: C3H10NO
Method: DFT, wB97M-V/def2-TZVPD

Geometry as ORCA input:
```
! RIJCOSX wB97M-V def2-TZVPD def2/J DEFGRID3
* xyz -1 1
N -0.8223 2.5884 -1.6742
H -0.3848 3.4663 -1.4185
H -0.6570 2.4561 -2.6665
H -0.2989 1.8147 -1.1639
C -0.4944 -0.0819 0.4271
O 0.4568 0.5562 -0.2984
C 0.0822 -1.1785 1.3408
C 0.8490 -2.2152 0.5331
H -1.2666 -0.5970 -0.2086
H -1.0850 0.6086 1.0780
H -0.7275 -1.6666 1.9048
H 0.7473 -0.6996 2.0666
H 1.3024 -2.9879 1.1585
H 1.6324 -1.6996 -0.0238
H 0.1854 -2.6926 -0.1938
*
```



Which structure loses on stability? model 2 does.



Model 1:
Molecular formula: C6H6O3
Method: DFT, wB97M-V/def2-TZVPD

## Properties
SMILES string   C/C(O)=C\C=C1\OC1=O

Geometry as ORCA input:
```
! RIJCOSX wB97M-V def2-TZVPD def2/J DEFGRID3
* xyz 0 1
C -0.0361 0.8878 0.5463
C -0.4237 -0.0401 -0.6022
O -1.5311 0.3802 -1.2437
C 0.0210 -1.3245 -0.6532
C 1.2794 -1.7056 -0.1632
C 2.2513 -0.7737 -0.2796
O 3.5639 -0.4027 0.2418
C 2.6699 0.5246 -0.3373
O 2.5608 1.6907 -0.6019
H -0.6691 0.8523 1.3994
H 0.0822 1.8859 0.3164
H 0.8616 0.7589 1.1121
H -1.4943 1.3439 -0.9973
H -0.5604 -2.0568 -1.1727
H 1.4199 -2.6428 0.1634
*
```



Model 2:
Molecular formula: C6H6O3
Method: DFT, wB97M-V/def2-TZVPD

Geometry as ORCA input:
```
! RIJCOSX wB97M-V def2-TZVPD def2/J DEFGRID3
* xyz 0 1
C 1.8325 0.0824 -0.0558
C 0.8490 0.2161 1.1777
C -0.2740 -0.9935 -0.3698
C -1.6347 -0.3684 -0.2383
C -0.0369 1.1270 0.2458
C 0.5892 0.2138 -0.8503
H 1.1202 0.3897 2.1785
H -0.2392 -2.0471 -0.7511
H -2.2230 -0.2598 -1.1800
H -2.3674 -0.9045 0.4601
H 0.1809 2.1984 0.0267
H 0.4537 0.4581 -1.9276
O 3.0528 -0.0289 -0.1328
O 0.1028 -0.9998 1.0826
O -1.4058 0.9167 0.3343
*
```



Which structure loses on stability? model 1 does.



Model 1:
Molecular formula: C3H6OS
Method: DFT, wB97M-V/def2-TZVPD

Geometry as ORCA input:
```
! RIJCOSX wB97M-V def2-TZVPD def2/J DEFGRID3
* xyz 0 1
C -1.9769 0.1769 0.1109
C 0.5506 0.1101 -0.3346
C 1.9640 -0.5351 0.0445
H -2.6894 0.2285 -1.0387
H -2.9196 -0.2050 0.7747
H -1.5243 1.4637 0.4806
H 2.2691 -2.1045 -0.0794
H 2.5487 0.5379 -1.0263
H 2.1900 0.0750 1.6036
O 0.2893 1.2771 -0.2821
S -0.7014 -1.0248 -0.2532
*
```



Model 2:
Molecular formula: C3H6OS
Method: DFT, wB97M-V/def2-TZVPD

Geometry as ORCA input:
```
! RIJCOSX wB97M-V def2-TZVPD def2/J DEFGRID3
* xyz 0 1
C 0.4964 1.1505 -0.0227
C -0.4663 -1.4108 -0.6098
C 0.3957 -0.8941 0.5649
O -0.4881 3.5513 0.5363
S -0.6144 2.1060 0.8005
H 1.3692 1.3889 -0.4845
H 0.0659 -0.8717 -1.4682
H -0.5359 -2.4979 -0.7646
H -1.5412 -0.9740 -0.6895
H 1.4418 -0.9414 0.5888
H -0.1231 -0.6068 1.5488
*
```



Which structure loses on stability? model 1 does.